(1)
C42H32Br2F9HfN4O2P2 | the ωB97M-V functional and the def2-TZVPD basis

LUMO (eV): -9.24
Charge: +3
Orbital gap (eV): 7.14
Energy above the lowest of the compared OMol25 structures with the same formula, charge and spin (kcal per mole): 0.0

Last column: Löwdin charge in e.
Cartesian coordinates (Å):
Hf: 0.3698 0.1558 0.3626  1.5206
Br: -1.7273 0.8815 2.2664  0.8692
C: -2.9014 1.7828 0.9977  -0.8610
Br: -2.9296 0.6917 -0.5708  0.8003
H: -2.4640 2.7472 0.7736  0.0252
H: -3.8880 1.8457 1.4417  0.0376
O: 1.9692 1.4860 -0.3558  -0.1002
C: 1.0074 2.1719 -0.8319  -0.6967
O: -0.0634 2.1914 -0.1096  -0.1769
C: 0.9569 2.3951 -2.2860  -0.1153
P: 0.6448 0.5553 -2.6185  1.0850
C: 2.2316 -0.2312 -2.9882  -0.3816
C: 2.1575 -1.5699 -3.3860  -0.1400
C: 3.3134 -2.2793 -3.6700  -0.0570
C: 4.5523 -1.6606 -3.5484  -0.0408
C: 4.6283 -0.3328 -3.1508  -0.0434
C: 3.4725 0.3855 -2.8705  -0.0692
C: -0.3647 0.4994 -4.1063  -0.3763
C: 0.1347 0.0358 -5.3228  -0.0596
C: -0.6762 0.0638 -6.4485  -0.0321
C: -1.9703 0.5592 -6.3687  -0.0294
C: -2.4621 1.0425 -5.1613  -0.0509
C: -1.6645 1.0110 -4.0302  -0.1313
H: 1.8749 2.7685 -2.7315  0.1148
H: 0.0934 2.9723 -2.6058  0.1166
H: 1.1889 -2.0423 -3.5127  0.1000
H: 3.2498 -3.3061 -4.0064  0.1175
H: 5.4543 -2.2087 -3.7866  0.1234
H: 5.5891 0.1598 -3.0803  0.1214
H: 3.5583 1.4201 -2.5701  0.1022
H: 1.1477 -0.3341 -5.4010  0.1068
H: -0.2893 -0.2917 -7.3938  0.1246
H: -2.5947 0.5833 -7.2516  0.1261
H: -3.4620 1.4522 -5.1056  0.1230
H: -2.0379 1.4149 -3.0978  0.0474
N: 4.2715 -1.2182 1.4350  0.1793
C: 4.1744 -2.1389 0.4146  0.0152
C: 2.9144 -2.0273 -0.0776  -0.0762
N: 2.2440 -1.0546 0.6399  -0.0251
C: 3.1084 -0.5749 1.5389  -0.2411
C: 2.6623 0.5000 2.3957  -0.2516
N: 1.3863 0.8732 2.3069  -0.0477
C: 1.2564 1.9883 3.1103  -0.0976
C: 2.4547 2.2584 3.6927  0.0070
N: 3.3295 1.3089 3.2218  0.1742
H: 5.0942 -1.0819 2.0054  0.1899
H: 4.9890 -2.7856 0.1382  0.1462
H: 2.4585 -2.5713 -0.8849  0.0924
H: 0.3313 2.5207 3.2312  0.0914
H: 2.7484 3.0230 4.3909  0.1471
H: 4.3078 1.2603 3.4687  0.1897
F: 4.5408 -5.9800 -0.9486  0.1427
C: 3.3707 -6.6500 -1.0369  -0.5938
F: 3.4140 -7.6550 -0.1668  0.1797
F: 3.2845 -7.1489 -2.2683  0.1716
C: 2.2348 -5.6967 -0.7370  -0.0881
C: 1.9168 -5.4172 0.5821  0.0237
C: 0.9492 -4.4643 0.8737  -0.0553
C: 0.3093 -3.7932 -0.1614  -0.3594
C: 0.5892 -4.1284 -1.4889  -0.0898
C: 1.5537 -5.0787 -1.7773  0.0153
P: -0.8436 -2.4065 0.0835  1.0168
C: -1.3788 -2.4168 1.8114  -0.4149
C: -2.7050 -2.5163 2.2086  -0.0523
C: -3.0515 -2.2695 3.5341  0.0319
C: -2.0788 -1.8887 4.4430  -0.1071
C: -0.7458 -1.7896 4.0600  -0.0178
C: -0.3962 -2.0516 2.7461  -0.1902
C: -2.4424 -1.4911 5.8576  -0.5960
F: -3.6794 -1.8512 6.1745  0.1828
F: -1.5953 -2.0215 6.7392  0.1775
F: -2.3535 -0.1491 5.9667  0.1466
C: -2.1948 -2.7731 -1.0542  -0.3942
C: -2.2952 -2.0175 -2.2199  -0.1618
C: -3.2265 -2.3469 -3.1926  0.0260
C: -4.0571 -3.4387 -2.9904  -0.0716
C: -3.9492 -4.2123 -1.8417  0.0379
C: -3.0079 -3.8920 -0.8771  -0.0480
C: -5.1129 -3.7861 -4.0206  -0.5960
F: -5.2160 -5.1061 -4.1712  0.1750
F: -6.3037 -3.3156 -3.6317  0.1741
F: -4.8249 -3.2472 -5.2104  0.1591
H: 2.4170 -5.9479 1.3817  0.1402
H: 0.6993 -4.2663 1.9067  0.1069
H: 0.0370 -3.6633 -2.2969  0.1030
H: 1.7682 -5.3522 -2.8018  0.1345
H: -3.4772 -2.7663 1.4942  0.1120
H: -4.0824 -2.3551 3.8513  0.1426
H: 0.0039 -1.5169 4.7923  0.1402
H: 0.6492 -2.0103 2.4497  0.0810
H: -1.6290 -1.1802 -2.3843  0.0268
H: -3.2970 -1.7668 -4.1029  0.1248
H: -4.5875 -5.0766 -1.7126  0.1436
H: -2.8983 -4.5285 -0.0076  0.1262

=====

(2)
C4H11BS | the ωB97M-V functional and the def2-TZVPD basis

LUMO (spin up / spin down) (eV): -2.07 / -0.18
Orbital gap (spin up / spin down) (eV): 6.55 / 9.60
Energy above the lowest of the compared OMol25 structures with the same formula, charge and spin (kcal per mole): 91.2

Last column: Löwdin charge in e.
Cartesian coordinates (Å):
B: -2.6944 -0.7749 -0.9919  -0.5699
C: 1.1701 -1.1803 0.6962  -0.1390
C: 1.7097 0.0700 0.1574  -0.3333
C: 0.5891 0.9257 -0.4197  -0.3031
C: -0.2422 1.5430 0.7282  0.0557
S: -3.1012 0.3779 0.2771  0.6529
H: -1.4688 -1.0134 -1.0284  -0.0210
H: -3.4881 -1.5549 -1.4279  -0.0272
H: 0.1045 -1.0984 1.0638  0.0800
H: 1.8123 -1.5846 1.4998  0.0794
H: 1.0483 -1.8722 -0.1920  0.0981
H: 2.4516 -0.0975 -0.7294  0.1356
H: 2.2458 0.8420 0.7929  0.1218
H: 0.0216 0.2939 -1.1751  0.0897
H: 1.0939 1.5527 -1.1006  0.0763
H: -0.8421 0.9151 1.2333  -0.0785
H: -0.4101 2.6557 0.6162  0.0824

=====

(3)
C3H4ClFO | the ωB97M-V functional and the def2-TZVPD basis

SMILES: O=C[C@H](Cl)CF
LUMO (eV): 0.56
Orbital gap (eV): 10.98
Energy above the lowest of the compared OMol25 structures with the same formula, charge and spin (kcal per mole): 13.4

Last column: Löwdin charge in e.
Cartesian coordinates (Å):
C: -1.2926 0.7705 -0.0102  -0.2517
C: 0.1168 0.2659 0.4109  -0.6320
C: 1.3452 0.5623 -0.4488  -0.3026
H: -1.2263 1.8527 -0.2132  0.1330
H: -1.9852 0.4809 0.8274  0.1307
H: 0.2098 0.9407 1.2604  0.1156
H: 1.6838 -0.1047 -1.1932  0.1036
O: 2.0545 1.5004 -0.3347  0.0890
F: -1.7713 0.0390 -1.0504  -0.0543
Cl: -0.0114 -1.4774 0.6905  0.6686

=====

(4)
C41H37Cl5P2Pt | the ωB97M-V functional and the def2-TZVPD basis

<S²>: 2.02
LUMO (spin up / spin down) (eV): -0.93 / -4.94
Orbital gap (spin up / spin down) (eV): 2.81 / 2.78
Multiplicity: 3

Last column: Mulliken spin population.
Cartesian coordinates (Å):
Pt: -0.0570 -0.0413 -0.1635  0.0198
C: -1.8967 0.8430 -7.4098  -0.0050
C: -1.9097 -0.4316 -6.9946  0.0025
C: -1.0619 -1.5647 -7.5007  -0.0011
C: 0.2929 -1.1745 -8.1403  0.0003
C: 1.2044 -0.3447 -7.2790  0.0003
C: 1.2281 0.9896 -7.1835  0.0011
C: 0.3647 1.9802 -7.9123  0.0016
C: -0.9933 1.4576 -8.4420  -0.0013
C: 1.4428 0.4830 1.1868  -0.0078
H: -2.6748 1.5267 -7.0419  -0.0006
H: -2.6886 -0.7469 -6.2909  0.0057
H: -1.6202 -2.1403 -8.2621  0.0000
H: -0.8822 -2.2629 -6.6662  0.0005
H: 0.8179 -2.1154 -8.3727  0.0000
H: 0.1003 -0.6930 -9.1054  0.0000
H: 1.9821 -0.9283 -6.7657  0.0008
H: 2.0243 1.4673 -6.5995  -0.0022
H: 0.9141 2.3860 -8.7817  -0.0001
H: 0.1852 2.8389 -7.2440  0.0003
H: -1.5214 2.3269 -8.8664  -0.0001
H: -0.8106 0.7777 -9.2816  0.0001
H: 1.1414 1.4682 1.5629  0.0005
H: 2.4417 0.5058 0.7402  0.0010
H: 1.3986 -0.2600 1.9871  -0.0013
P: -1.5499 -0.5795 -1.7588  -0.0955
P: 1.5498 0.0433 -1.7343  -0.0552
C: -0.5745 -0.7720 -3.2577  0.4045
C: 0.7743 -0.6252 -3.2069  0.3467
C: -2.5241 -2.0935 -1.5543  0.0214
C: -2.8398 -2.8746 -2.6772  0.0086
C: -3.5872 -4.0455 -2.5242  0.0087
C: -3.9839 -4.4722 -1.2490  0.0087
C: -3.6423 -3.7104 -0.1228  0.0034
C: -2.9481 -2.5101 -0.2807  0.0267
C: -2.7468 0.7484 -2.1125  0.0237
C: -2.2885 2.0762 -2.1748  0.0054
C: -3.1985 3.1159 -2.3706  -0.0028
C: -4.5518 2.8364 -2.5898  0.0139
C: -4.9981 1.5112 -2.5754  -0.0083
C: -4.1086 0.4712 -2.3117  0.0260
C: 3.0619 -0.9522 -1.4605  0.0552
C: 2.9089 -2.2370 -0.9081  -0.0164
C: 4.0270 -3.0625 -0.7576  0.0046
C: 5.2992 -2.6029 -1.1183  0.0037
C: 5.4511 -1.3162 -1.6443  -0.0022
C: 4.3425 -0.4866 -1.8129  0.0173
C: 2.1440 1.7198 -2.1278  0.0533
C: 2.3268 2.6900 -1.1289  0.0034
C: 2.8478 3.9397 -1.4722  0.0005
C: 3.1229 4.2460 -2.8100  0.0040
C: 2.8957 3.2918 -3.8111  -0.0014
C: 2.4062 2.0313 -3.4732  0.0177
H: -1.0957 -0.9782 -4.1937  0.0662
H: 1.4433 -0.8696 -4.0344  0.0537
H: -2.4978 -2.5598 -3.6629  0.0045
H: -3.8621 -4.6274 -3.4060  0.0005
H: -4.5412 -5.4052 -1.1303  0.0007
H: -3.9251 -4.0502 0.8769  0.0001
H: -2.7271 -1.8961 0.5917  0.0150
H: -1.2243 2.2872 -2.0546  0.0118
H: -2.8464 4.1485 -2.3570  -0.0008
H: -5.2594 3.6502 -2.7453  0.0020
H: -6.0504 1.2826 -2.7600  -0.0007
H: -4.4613 -0.5596 -2.2589  0.0055
H: 1.9159 -2.5793 -0.5989  -0.0051
H: 3.9028 -4.0681 -0.3571  0.0006
H: 6.1752 -3.2341 -0.9656  0.0007
H: 6.4399 -0.9481 -1.9252  0.0001
H: 4.4588 0.5225 -2.2170  0.0023
H: 2.0737 2.4624 -0.0917  0.0020
H: 3.0416 4.6802 -0.6932  -0.0003
H: 3.4913 5.2357 -3.0821  0.0003
H: 3.1015 3.5215 -4.8589  0.0002
H: 2.2238 1.2771 -4.2408  -0.0300
Cl: -0.1921 -2.5130 2.0747  0.0843
C: -1.2113 -1.1699 2.4366  0.1957
C: -1.2081 -0.0540 1.6034  -0.0508
C: -1.9241 1.0769 1.9750  0.1684
Cl: -1.6886 2.5444 1.1170  0.0782
C: -2.8203 1.0364 3.0691  0.2016
Cl: -3.8625 2.3547 3.3667  0.0861
C: -2.8737 -0.1171 3.8880  -0.0185
Cl: -3.9313 -0.1799 5.2277  -0.0078
C: -2.0490 -1.2212 3.5775  0.1707
Cl: -2.0961 -2.6366 4.5352  0.0721

=====

(5)
CH2OS3 | the ωB97M-V functional and the def2-TZVPD basis

<S²>: 2.02
LUMO (spin up / spin down) (eV): 0.56 / -3.78
Orbital gap (spin up / spin down) (eV): 6.94 / 5.85
Energy above the lowest of the compared OMol25 structures with the same formula, charge and spin (kcal per mole): 10.3
Multiplicity: 3

Last column: Mulliken spin population.
Cartesian coordinates (Å):
C: 0.2503 -0.0168 0.2941  0.0451
O: 2.0994 1.6258 1.4256  0.0592
S: 0.4777 0.2404 3.4249  0.8363
S: 1.6448 -1.2070 0.5703  0.8895
S: 1.2342 0.5056 1.6778  0.1612
H: 0.3863 0.4570 -0.9058  0.0217
H: -0.7320 -0.4235 0.4728  -0.0130

=====

(6)
C4H9NO2 | the ωB97M-V functional and the def2-TZVPD basis

SMILES: NC(=O)CCCO
LUMO (eV): 0.34
Orbital gap (eV): 9.51
Energy above the lowest of the compared OMol25 structures with the same formula, charge and spin (kcal per mole): 40.3

Last column: Löwdin charge in e.
Cartesian coordinates (Å):
C: -0.6365 -1.4449 -0.9591  -0.5285
C: -1.1958 -0.3542 0.0656  -0.1123
C: -0.5907 0.9893 -0.1689  -0.1999
C: 0.5104 1.3274 0.7980  -0.3303
H: 1.1068 -0.9499 -0.0415  0.0507
H: 1.2123 -2.5234 -1.0336  0.1711
H: -2.2637 -0.4828 -0.0991  0.1092
H: -1.1058 -0.7511 1.0687  0.1156
H: -1.3141 1.7919 -0.1807  0.1119
H: -0.0758 1.0853 -1.1742  0.1463
H: 0.9002 2.4169 0.5461  0.1507
H: 0.1966 1.3949 1.8390  0.1157
H: 2.3137 0.7437 1.2494  0.1860
N: 0.7168 -1.5498 -0.8106  0.1106
O: -1.3160 -2.1477 -1.7036  0.0192
O: 1.5417 0.4543 0.6045  -0.1161